Entry 1:
{"formula": "C25H19F9IN5O6Pt", "method": "ωB97M-V/def2-TZVPD", "symbols": ["Pt", "I", "F", "F", "F", "F", "F", "F", "F", "F", "F", "O", "O", "O", "O", "O", "O", "N", "N", "N", "N", "N", "C", "C", "C", "C", "C", "C", "C", "C", "C", "C", "C", "C", "C", "C", "C", "C", "C", "C", "C", "C", "C", "C", "C", "C", "C", "H", "H", "H", "H", "H", "H", "H", "H", "H", "H", "H", "H", "H", "H", "H", "H", "H", "H", "H"], "positions_angstrom": [[1.37, 0.04, 0.36], [-1.41, -5.05, 1.13], [5.68, -1.13, -0.07], [5.92, 0.81, -0.98], [4.08, 2.65, -0.42], [5.50, 2.77, 1.21], [5.16, 0.94, 3.15], [6.80, 0.40, 0.96], [3.38, 2.68, 1.63], [4.84, -1.08, 2.45], [3.15, 0.20, 2.84], [-0.54, 6.23, 0.65], [0.03, 0.67, 2.34], [3.42, 0.05, 0.14], [-1.11, 5.06, 2.45], [-0.92, 2.54, 3.15], [-0.64, -0.21, -0.64], [1.54, -1.99, 0.65], [-2.84, -0.33, -1.26], [1.04, 2.01, 0.25], [-4.08, -0.25, -0.64], [1.35, 2.85, -0.74], [-0.22, 1.90, 2.34], [0.41, -4.07, 0.97], [-0.53, 5.20, 1.27], [1.61, -4.75, 1.04], [4.34, 2.21, 0.83], [2.77, -4.01, 0.92], [5.72, 0.18, 0.19], [-2.28, -3.01, -4.43], [-1.48, -1.88, -4.32], [0.19, 4.02, 0.71], [-2.66, -1.23, -2.34], [4.39, 0.19, 2.36], [-1.67, -0.98, -3.28], [-3.27, -3.24, -3.49], [-5.19, 0.23, -1.45], [0.41, -2.70, 0.79], [-3.47, -2.36, -2.44], [-1.84, -0.05, -0.33], [0.86, 4.07, -0.50], [-2.51, 0.31, 0.87], [0.32, 2.68, 1.14], [-3.85, 0.22, 0.62], [2.70, -2.64, 0.72], [4.39, 0.65, 0.86], [-4.99, 0.61, 1.50], [1.94, 2.53, -1.49], [1.00, 4.90, -1.17], [-2.12, -3.70, -5.24], [3.59, -2.03, 0.57], [-0.99, 4.13, 2.82], [-3.90, -4.12, -3.57], [-1.06, -0.10, -3.19], [-0.51, -2.13, 0.74], [-4.22, -2.56, -1.69], [-4.62, 0.81, 2.50], [-0.71, -1.69, -5.05], [1.64, -5.82, 1.19], [-2.06, 0.54, 1.81], [-5.74, -0.18, 1.54], [-5.23, 1.32, -1.48], [-5.47, 1.51, 1.13], [-6.12, -0.17, -1.04], [3.74, -4.48, 0.97], [-5.06, -0.16, -2.46]], "spin_multiplicity": 1}


Entry 2:
{"formula": "C5H15N3O", "method": "ωB97M-V/def2-TZVPD", "symbols": ["O", "N", "N", "N", "C", "C", "C", "C", "C", "H", "H", "H", "H", "H", "H", "H", "H", "H", "H", "H", "H", "H", "H", "H"], "positions_angstrom": [[0.27, -1.55, 0.22], [-2.58, 0.09, 0.10], [-2.35, -0.94, -0.72], [-1.65, 0.32, 0.93], [1.95, -0.03, -1.12], [1.17, 0.31, 1.52], [0.51, -0.17, 0.25], [-1.92, 1.53, 1.70], [1.44, -0.47, -2.47], [-1.33, 2.37, 1.30], [-2.98, 1.80, 1.66], [-3.16, -1.25, -1.23], [-1.63, -1.61, -0.49], [0.83, -2.00, 0.85], [2.12, -0.19, 1.67], [2.24, -0.73, -3.16], [0.81, -1.36, -2.37], [-1.65, 1.36, 2.74], [0.83, 0.31, -2.92], [2.33, 0.99, -1.11], [0.57, 0.05, 2.39], [1.34, 1.39, 1.48], [0.11, 0.48, -0.53], [2.69, -0.71, -0.70]], "spin_multiplicity": 1}


Entry 3:
{"formula": "C5H6N2O2", "method": "ωB97M-V/def2-TZVPD", "symbols": ["O", "O", "N", "N", "C", "C", "C", "C", "C", "H", "H", "H", "H", "H", "H"], "positions_angstrom": [[-1.25, -0.99, 1.45], [-0.21, 1.94, -1.68], [2.17, -0.60, 0.64], [-1.88, 0.88, -1.02], [0.00, -0.62, 1.03], [1.19, -1.16, 1.43], [1.64, 0.27, -0.24], [-0.67, 1.26, -0.65], [0.28, 0.38, 0.03], [-1.27, 1.74, -2.25], [-1.60, -0.35, 2.08], [2.21, 0.66, -1.08], [3.16, -0.81, 0.71], [-2.24, 0.12, -0.45], [1.42, -1.88, 2.20]], "spin_multiplicity": 1}


Entry 4:
{"formula": "C4H5NO", "method": "ωB97M-V/def2-TZVPD", "symbols": ["O", "N", "C", "C", "C", "C", "H", "H", "H", "H", "H"], "positions_angstrom": [[-1.04, 0.56, -2.16], [-1.08, 0.56, 0.12], [-0.58, 0.19, -1.09], [0.69, -0.53, -1.05], [-0.19, 0.29, 1.40], [1.67, -1.23, -1.13], [2.56, -1.80, -1.28], [-0.62, 0.98, 2.12], [-0.38, -0.75, 1.68], [0.86, 0.54, 1.32], [-1.88, 1.18, 0.07]], "spin_multiplicity": 1}


Entry 5:
{"formula": "C25H32ClN2O5PPdS", "method": "ωB97M-V/def2-TZVPD", "symbols": ["Pd", "Cl", "S", "P", "O", "O", "O", "O", "O", "N", "N", "C", "C", "C", "C", "C", "C", "C", "C", "C", "C", "C", "C", "C", "C", "C", "C", "C", "C", "C", "C", "C", "C", "C", "C", "C", "H", "H", "H", "H", "H", "H", "H", "H", "H", "H", "H", "H", "H", "H", "H", "H", "H", "H", "H", "H", "H", "H", "H", "H", "H", "H", "H", "H", "H", "H", "H", "H"], "positions_angstrom": [[1.47, -0.22, -0.32], [3.42, -2.50, 0.32], [-0.06, 1.39, 1.67], [0.77, -0.88, -2.29], [1.15, -2.37, -2.70], [-0.82, -0.96, -2.49], [0.46, 2.15, 0.55], [0.68, 1.39, 2.91], [1.31, -0.05, -3.54], [-0.24, -0.09, 1.08], [-0.24, -2.36, 1.32], [-4.09, 3.28, 2.69], [-0.52, -3.48, 2.00], [-1.89, 2.53, 3.36], [4.18, -0.99, 0.73], [-2.61, 2.27, 1.08], [-1.10, -3.50, 3.24], [0.74, -3.45, -1.82], [-1.64, 2.10, 2.06], [4.62, 1.32, 0.32], [-1.42, -2.28, 3.82], [-0.47, -4.15, -2.38], [-1.78, 1.27, -2.72], [3.20, 0.07, -1.33], [-0.54, -1.19, 1.88], [-1.14, -1.11, 3.15], [4.02, 0.13, -0.10], [5.53, 0.25, 2.27], [-3.82, 2.85, 1.40], [-1.73, 0.00, -1.90], [5.37, 1.39, 1.48], [0.97, -0.43, -4.89], [4.94, -0.94, 1.89], [-5.41, 3.91, 3.04], [-3.11, 3.11, 3.66], [0.78, 0.83, -5.71], [-2.52, 1.96, -2.32], [-0.06, 1.41, -5.34], [-0.27, -4.54, -3.38], [3.49, -0.72, -2.02], [-0.25, -4.41, 1.50], [-5.27, 4.86, 3.55], [-0.82, 1.77, -2.72], [-5.99, 3.26, 3.71], [-2.69, -0.51, -1.88], [0.54, -3.05, -0.82], [-0.74, -4.99, -1.74], [0.59, 0.56, -6.75], [6.12, 0.30, 3.18], [1.60, -4.12, -1.76], [-1.88, -2.24, 4.80], [-1.30, -4.44, 3.75], [5.82, 2.33, 1.77], [-3.29, 3.45, 4.68], [-1.13, 2.40, 4.11], [5.04, -1.83, 2.50], [3.16, 1.03, -1.84], [1.68, 1.45, -5.66], [-4.57, 2.98, 0.63], [-1.38, -0.15, 3.59], [-6.02, 4.09, 2.15], [4.48, 2.20, -0.29], [-1.32, -3.47, -2.44], [-1.41, 0.18, -0.87], [0.07, -1.05, -4.89], [1.80, -1.03, -5.27], [-2.06, 1.04, -3.75], [-2.40, 1.96, 0.06]], "spin_multiplicity": 1}


Entry 6:
{"formula": "C4H5NO2", "method": "ωB97M-V/def2-TZVPD", "symbols": ["O", "O", "N", "C", "C", "C", "C", "H", "H", "H", "H", "H"], "positions_angstrom": [[0.61, 2.08, 0.16], [-2.16, -0.57, -1.15], [-0.72, 0.28, 0.79], [-1.04, -0.41, -0.44], [-0.38, 1.65, 0.70], [1.59, -1.04, -0.14], [0.19, -0.60, -0.18], [1.79, -1.63, 0.76], [-1.07, 2.30, 1.27], [1.82, -1.66, -1.01], [2.25, -0.17, -0.14], [-2.89, -0.23, -0.62]], "spin_multiplicity": 1}


These records have energy above the lowest of the compared OMol25 structures with the same formula, charge and spin values of 29.6 475.0 244.8 207.1 0.0 359.9 kJ/mol, in the order they appear.
These records have HOMO values of -8.3 -7.5 -8.7 -9.9 -7.9 -8.4 eV, in the order they appear.